C30H27N6O10 | the ωB97M-V functional and the def2-TZVPD basis

Structure (XYZ):
```
73
Properties=species:S:1:pos:R:3:lowdin_charge:R:1
N -2.1722 -3.4919 2.3808 0.086
C -1.9628 -4.0038 0.9886 -0.165
C -2.2324 -2.9482 -0.1438 0.140
C -1.9859 -3.4263 -1.5967 0.008
C -2.1697 -2.4517 -2.8754 -0.343
O -3.0167 -1.5367 -2.9167 0.108
O -1.2548 -2.7276 -3.9579 0.039
C -1.4973 -4.8981 -1.8969 0.046
C -1.3029 -5.8216 -0.6577 0.037
N -1.5306 -5.3600 0.7142 0.106
H -1.2179 -3.4638 2.7755 0.106
H -2.7630 -4.2137 2.8222 0.096
H -2.5693 -1.8784 0.0677 0.129
H -0.4031 -2.9129 -3.4698 0.096
H -1.3001 -5.2647 -2.9550 0.123
H -0.9468 -6.8992 -0.8466 0.145
H -1.3777 -6.0003 1.5059 0.165
C -0.1637 1.7586 -2.1120 -0.059
C 0.9694 2.4351 -1.6689 -0.051
C 1.4198 2.2603 -0.3640 0.011
C 0.7284 1.4000 0.4883 -0.135
C -0.4110 0.7258 0.0528 -0.019
C -0.8557 0.9092 -1.2524 -0.069
N 1.2126 1.1926 1.8546 -0.329
O 2.2049 1.8155 2.2074 0.061
O 0.6005 0.4058 2.5646 0.070
H -0.5091 1.8932 -3.1328 0.113
H 1.5038 3.0972 -2.3422 0.115
H 2.3040 2.7936 -0.0313 0.116
H -0.9576 0.0590 0.7105 0.085
H -1.7406 0.3866 -1.6021 0.087
C -4.2605 5.3308 2.8115 -0.063
C -4.7803 4.9957 1.5643 -0.059
C -4.5463 3.7339 1.0283 0.003
C -3.7924 2.8122 1.7538 -0.144
C -3.2628 3.1445 2.9999 0.001
C -3.4998 4.4097 3.5264 -0.060
N -3.5643 1.4746 1.2054 -0.333
O -4.0270 1.2228 0.1008 0.068
O -2.9253 0.6798 1.8839 0.042
H -4.4501 6.3151 3.2291 0.112
H -5.3712 5.7183 1.0111 0.112
H -4.9570 3.4854 0.0557 0.120
H -2.6711 2.4349 3.5684 0.120
H -3.0949 4.6778 4.4966 0.111
C 3.6890 5.2345 5.6595 -0.071
C 3.9447 6.5410 5.2515 -0.067
C 3.7257 6.9134 3.9293 -0.001
C 3.2454 5.9683 3.0238 -0.141
C 2.9949 4.6575 3.4244 -0.001
C 3.2193 4.2931 4.7477 -0.060
N 2.9888 6.3607 1.6357 -0.343
O 3.2373 7.5137 1.3141 0.079
O 2.5360 5.5123 0.8769 0.056
H 3.8559 4.9489 6.6939 0.108
H 4.3121 7.2702 5.9662 0.109
H 3.9287 7.9342 3.6242 0.120
H 2.6257 3.9150 2.7249 0.085
H 3.0245 3.2755 5.0703 0.109
C 2.5432 -6.6790 -6.6561 -0.051
C 3.3807 -7.0797 -5.6185 -0.049
C 3.1620 -6.6133 -4.3269 0.008
C 2.0961 -5.7472 -4.0841 -0.141
C 1.2582 -5.3362 -5.1212 0.000
C 1.4869 -5.8060 -6.4098 -0.052
N 1.8473 -5.2738 -2.7213 -0.310
O 2.6108 -5.6389 -1.8426 0.106
O 0.8789 -4.5374 -2.5349 -0.014
H 2.7140 -7.0499 -7.6622 0.117
H 4.2030 -7.7590 -5.8172 0.117
H 3.8219 -6.9334 -3.5278 0.124
H 0.4296 -4.6588 -4.9430 0.102
H 0.8396 -5.4950 -7.2231 0.116
```

Its net charge is +1. Its spin multiplicity is 1. The HOMO energy comes out at -11.164 eV.

C30H27N9O2PdS | the ωB97M-V functional and the def2-TZVPD basis

Structure (XYZ):
```
70
Properties=species:S:1:pos:R:3:lowdin_charge:R:1
Pd 0.6551 -0.1493 0.4664 1.014
C 6.1529 -3.9878 -1.6871 -0.054
C 5.0093 -3.0152 -1.5864 -0.278
C 5.0844 -1.7422 -2.1516 -0.040
C 4.0636 -0.8290 -1.9892 -0.015
C 2.8917 -1.1444 -1.2902 -0.256
N 1.9031 -0.1817 -1.1068 -0.073
C 1.3225 0.3610 -2.2434 -0.233
C 1.3104 -0.2995 -3.4837 -0.009
C 0.7120 0.2463 -4.6012 -0.040
C 0.0514 1.4724 -4.5546 -0.282
C -0.6684 2.0297 -5.7524 -0.056
C 0.0364 2.1317 -3.3374 0.010
C 0.6734 1.6064 -2.2221 -0.127
N 0.6634 2.3812 -1.0256 -0.053
C 0.7434 3.7213 -0.9044 -0.047
C 0.6773 4.0280 0.4362 -0.040
C 0.5634 2.7921 1.0817 -0.107
N 0.5467 1.8179 0.1857 -0.065
C 2.8029 -2.4365 -0.7755 -0.121
C 3.8586 -3.3388 -0.8890 0.013
N 1.6128 -2.8885 -0.1352 -0.059
C 1.1619 -4.1566 -0.1166 -0.049
C 0.1837 -4.2494 0.8431 -0.021
C 0.0891 -2.9641 1.3767 -0.113
N 0.9488 -2.1415 0.7836 -0.032
H 6.7807 -3.7653 -2.5495 0.075
H 5.7954 -5.0132 -1.7846 0.076
H 6.7860 -3.9433 -0.7983 0.083
H 5.9716 -1.4559 -2.7045 0.112
H 4.1468 0.1668 -2.4066 0.123
H 1.7860 -1.2687 -3.5555 0.116
H 0.7328 -0.3107 -5.5310 0.113
H -0.2451 1.6416 -6.6787 0.074
H -0.6058 3.1180 -5.7841 0.074
H -1.7269 1.7605 -5.7361 0.082
H -0.4909 3.0742 -3.2416 0.119
H 0.8695 4.3434 -1.7727 0.126
H 0.7205 5.0039 0.8848 0.097
H 0.4892 2.5465 2.1277 0.105
H 3.7714 -4.3115 -0.4199 0.118
H 1.5819 -4.8947 -0.7771 0.128
H -0.4034 -5.1107 1.1043 0.104
H -0.5792 -2.5974 2.1344 0.090
N -6.6771 3.3048 2.1452 0.092
C -5.6479 2.3925 1.9327 -0.324
C -4.7487 2.5752 0.8793 -0.034
C -3.7590 1.6423 0.6376 -0.058
C -3.6535 0.5171 1.4450 -0.299
C -4.5403 0.3238 2.4930 -0.066
C -5.5357 1.2533 2.7313 -0.030
S -2.3655 -0.6398 1.1311 0.580
O -2.7149 -1.8693 1.7967 -0.314
O -2.1463 -0.6578 -0.2928 -0.336
N -1.0011 0.0322 1.7401 -0.217
C -0.7657 -0.0205 3.0957 -0.490
N -1.7989 -0.0761 3.9493 0.134
C -1.5062 -0.0932 5.2399 -0.127
C -0.2087 -0.0344 5.7212 -0.068
C 0.7816 0.0446 4.7576 -0.141
N 0.5272 0.0475 3.4563 0.099
H -6.5121 4.2327 1.7913 0.086
H -7.0637 3.3103 3.0748 0.086
H -4.8402 3.4482 0.2436 0.108
H -3.0691 1.7712 -0.1869 0.111
H -4.4396 -0.5558 3.1116 0.107
H -6.2382 1.0990 3.5421 0.109
H -2.3514 -0.1494 5.9196 0.109
H 0.0148 -0.0464 6.7773 0.093
H 1.8295 0.1014 5.0355 0.106
```

Its spin multiplicity is 1. The relative energy (zero: lowest compared OMol25 entry of this formula, charge and spin) comes out at 0.00 kcal per mole. The HOMO energy comes out at -7.031 eV.